Formula: C2H3N4O
Source: the OMol25 dataset
Level of theory: the ωB97M-V functional and the def2-TZVPD basis

Structure (XYZ):
```
10
Properties=species:S:1:pos:R:3:mulliken_charge:R:1
O -2.833 -0.475 0.047 -0.243
C -2.065 0.372 -0.033 0.160
N -0.531 -0.054 -0.012 0.464
C 0.195 -1.285 -0.089 0.000
N 1.432 -0.983 -0.031 -0.377
N 1.459 0.393 -0.055 0.243
N 0.299 0.904 -0.076 -0.434
H -2.248 1.521 -0.084 0.380
H -0.214 -2.209 -0.170 0.488
H 2.370 0.902 -0.133 0.319
```

Computed properties:
* net charge: +1
* SMILES: O=C[n+]1cn[nH]n1
* HOMO-LUMO gap: 11.571 eV

=====

Formula: C4H15NO2
Source: the OMol25 dataset
Level of theory: the ωB97M-V functional and the def2-TZVPD basis

Structure (XYZ):
```
22
Properties=species:S:1:pos:R:3:mulliken_charge:R:1
C 1.282 0.703 -0.067 -0.834
C -0.334 0.187 0.041 -0.535
N -0.349 -1.236 0.423 0.075
C -1.671 -1.803 0.818 -0.969
C 0.299 -2.179 -0.472 -1.082
H 1.395 1.536 -0.795 0.335
H 1.756 0.656 0.950 0.285
H 1.721 -0.128 -0.635 0.218
H -0.925 0.336 -0.988 0.290
H -0.860 0.719 0.855 0.377
H -1.736 -2.814 0.306 0.333
H -2.476 -1.128 0.722 0.399
H -1.661 -1.996 1.896 0.241
H 0.711 -3.076 0.102 0.225
H -0.388 -2.482 -1.298 0.367
H 1.080 -1.568 -0.998 0.317
O 0.280 5.227 -3.098 -0.638
H 0.032 6.040 -3.592 0.327
H -0.321 4.542 -2.951 0.311
O 1.120 -0.503 2.924 -0.640
H 0.602 -0.139 3.547 0.286
H 0.442 -0.894 2.312 0.312
```

Computed properties:
* SMILES: CCN(C)C.O.O
* HOMO-LUMO gap: 9.336 eV

=====

Formula: C30H45N2O4
Source: the OMol25 dataset
Level of theory: the ωB97M-V functional and the def2-TZVPD basis

Structure (XYZ):
```
81
Properties=species:S:1:pos:R:3:mulliken_charge:R:1
C -5.500 0.570 3.820 -0.871
O -4.916 -0.274 2.849 -0.455
C -3.584 -0.333 2.733 0.942
C -3.089 -1.216 1.761 -0.709
C -1.740 -1.350 1.567 -0.599
C -0.819 -0.589 2.307 0.214
C 0.597 -0.793 2.020 0.260
O 0.977 -1.818 1.462 -0.829
C 1.580 0.289 2.459 0.546
C 1.262 1.692 1.893 -1.784
C 1.444 1.938 0.397 -0.278
C 0.389 1.283 -0.501 0.986
C 0.080 2.237 -1.690 -1.753
N -0.396 3.495 -1.168 0.165
C -0.293 4.686 -2.016 1.423
C -1.039 5.801 -1.280 -1.833
C 1.180 5.082 -2.156 -1.633
C -0.918 4.482 -3.404 -1.680
C 0.844 -0.020 -1.114 0.294
O 2.045 -0.289 -1.167 -0.865
C -0.149 -0.913 -1.695 0.022
C 0.308 -2.058 -2.360 -0.907
C -0.558 -2.960 -2.935 -0.691
C -1.937 -2.742 -2.860 0.855
O -2.877 -3.543 -3.377 -0.448
C -2.493 -4.709 -4.076 -0.879
C -2.405 -1.602 -2.189 -1.010
C -1.535 -0.708 -1.620 -0.019
C 3.063 -0.099 2.275 -1.765
N 3.316 -0.874 1.047 0.564
C 4.697 -1.384 0.775 1.187
C 4.556 -2.290 -0.447 -1.380
C 5.605 -0.201 0.460 -1.648
C 5.209 -2.180 1.970 -1.875
C -1.318 0.273 3.289 -0.465
C -2.674 0.398 3.503 -0.898
H -6.575 0.435 3.716 0.251
H -5.247 1.619 3.642 0.352
H -5.196 0.284 4.831 0.355
H -3.796 -1.789 1.183 0.476
H -1.360 -2.036 0.826 0.696
H 1.432 0.380 3.542 0.841
H 1.908 2.396 2.424 0.555
H 0.234 1.946 2.149 0.636
H 2.443 1.659 0.059 0.300
H 1.340 3.015 0.250 0.183
H -0.533 1.138 0.067 0.114
H -0.627 1.742 -2.373 0.677
H 1.010 2.407 -2.234 0.493
H -1.354 3.394 -0.850 0.303
H -0.931 6.743 -1.810 0.439
H -0.638 5.919 -0.276 0.396
H -2.100 5.571 -1.205 0.439
H 1.636 5.173 -1.174 0.322
H 1.739 4.351 -2.736 0.361
H 1.256 6.039 -2.664 0.498
H -1.953 4.158 -3.312 0.370
H -0.370 3.735 -3.974 0.339
H -0.901 5.415 -3.961 0.472
H 1.373 -2.223 -2.423 0.499
H -0.161 -3.825 -3.441 0.459
H -1.886 -4.466 -4.952 0.357
H -1.947 -5.401 -3.429 0.352
H -3.422 -5.175 -4.400 0.256
H -3.472 -1.451 -2.136 0.491
H -1.942 0.148 -1.105 0.603
H 3.669 0.809 2.270 0.278
H 3.369 -0.715 3.123 0.616
H 2.620 -1.660 1.099 0.752
H 2.987 -0.355 0.193 -0.180
H 4.102 -1.749 -1.273 0.297
H 3.939 -3.155 -0.215 0.371
H 5.531 -2.645 -0.766 0.471
H 5.726 0.454 1.319 0.358
H 6.591 -0.560 0.180 0.483
H 5.210 0.375 -0.374 0.314
H 4.475 -2.917 2.289 0.365
H 5.459 -1.537 2.809 0.430
H 6.112 -2.712 1.686 0.488
H -0.650 0.828 3.930 0.418
H -3.020 1.059 4.281 0.470
```

Computed properties:
* net charge: +1
* SMILES: COc1ccc(C(=O)[C@H](CC[C@@H](CNC(C)(C)C)C(=O)c2ccc(OC)cc2)C[NH2+]C(C)(C)C)cc1
* HOMO-LUMO gap: 8.495 eV

=====

Formula: C7H17NO2
Source: the OMol25 dataset
Level of theory: the ωB97M-V functional and the def2-TZVPD basis

Structure (XYZ):
```
27
Properties=species:S:1:pos:R:3:mulliken_charge:R:1
C 0.335 3.632 2.575 -1.321
C -1.074 3.284 2.111 -0.289
C -1.147 1.908 1.453 -0.587
C -2.575 1.448 1.107 0.822
C -3.223 2.316 0.031 -1.679
C -2.599 -0.033 0.760 0.397
O -3.015 -0.427 -0.319 -0.597
O -1.842 -0.997 1.504 -0.541
H 0.371 4.633 3.027 0.392
H 0.691 2.908 3.324 0.322
H 1.043 3.618 1.732 0.309
H -1.761 3.306 2.973 0.282
H -1.428 4.055 1.411 0.249
H -0.537 1.894 0.535 0.308
H -0.699 1.188 2.156 0.338
H -3.188 1.570 2.016 0.053
H -4.255 1.995 -0.162 0.406
H -3.296 3.361 0.360 0.461
H -2.642 2.271 -0.901 0.316
H -1.637 -0.591 2.421 0.359
C -4.099 -0.782 4.116 -0.944
N -2.771 -0.345 3.685 -0.474
H -4.205 -0.777 5.210 0.329
H -4.866 -0.124 3.687 0.290
H -4.280 -1.802 3.756 0.312
H -2.528 0.570 4.054 0.167
H -2.086 -1.184 3.800 0.319
```

Computed properties:
* SMILES: CCC[C@@H](C)C(=O)O.CN
* HOMO-LUMO gap: 10.126 eV

=====

Formula: C27H41As2N2O9PdSSi2
Source: the OMol25 dataset
Level of theory: the ωB97M-V functional and the def2-TZVPD basis

Structure (XYZ):
```
85
Properties=species:S:1:pos:R:3:mulliken_charge:R:1
Pd -1.290 -0.103 0.745 -0.036
O 0.328 -0.995 1.614 0.018
N 0.432 -0.921 2.941 0.614
C 1.590 -1.355 3.486 -0.489
C 1.758 -1.324 4.841 -0.872
C 0.713 -0.849 5.642 -0.467
C -0.457 -0.432 5.058 -1.046
C -0.584 -0.465 3.666 1.007
S -2.027 0.053 2.869 -0.462
H 2.315 -1.711 2.770 0.535
H 2.688 -1.670 5.262 0.483
H 0.821 -0.812 6.716 0.446
H -1.287 -0.065 5.645 0.527
N -3.864 1.286 -0.209 -0.736
C -2.900 0.773 0.153 0.160
C 4.514 -1.045 -2.973 -0.834
O 3.453 -0.327 -2.311 -0.326
C 3.450 0.999 -2.524 -0.796
O 4.278 1.572 -3.179 -0.574
C 2.319 1.658 -1.787 0.487
C 2.011 2.905 -2.148 0.638
As 0.785 4.192 -1.212 0.325
C 0.057 5.084 -2.782 -1.238
C -0.235 2.538 -0.952 0.331
C 0.089 1.821 0.152 0.121
As 1.621 0.505 -0.331 1.594
C 2.971 1.076 0.955 -1.449
C 0.234 2.548 1.487 -0.375
O 0.745 2.032 2.464 -0.563
O -0.434 3.696 1.513 -0.244
C -0.456 4.365 2.788 -0.783
C -1.042 1.952 -2.112 0.369
O -1.624 2.689 -2.860 -0.551
O -1.125 0.620 -2.092 0.457
C -2.090 0.074 -3.028 -0.938
C 2.505 3.497 -3.454 0.205
O 1.949 3.216 -4.476 -0.554
O 3.444 4.444 -3.411 -0.356
C 4.204 4.624 -2.209 -0.527
H 4.376 -2.084 -2.694 0.237
H 5.480 -0.673 -2.636 0.337
H 4.429 -0.916 -4.049 0.337
H 0.738 5.910 -2.994 0.396
H -0.919 5.483 -2.511 0.426
H -0.035 4.433 -3.642 0.414
H 3.180 2.140 0.873 0.388
H 3.855 0.500 0.670 0.475
H 2.668 0.838 1.970 0.360
H -0.986 5.296 2.617 0.273
H 0.559 4.550 3.130 0.333
H -0.985 3.749 3.513 0.267
H -2.100 -0.994 -2.841 0.081
H -1.774 0.289 -4.045 0.271
H -3.064 0.515 -2.828 0.402
H 5.108 5.146 -2.508 0.362
H 4.471 3.662 -1.776 0.211
H 3.651 5.234 -1.492 0.255
C 0.580 -3.613 0.252 -0.871
Si -0.750 -2.977 -0.877 0.853
C 0.040 -2.223 -2.383 -0.916
C -1.726 -4.423 -1.553 -1.349
C -2.149 -1.951 -0.009 0.145
Si -3.311 -2.786 1.296 -0.059
C -4.184 -4.185 0.414 -1.316
C -2.377 -3.506 2.729 -0.769
C -4.669 -1.621 1.782 -1.007
H 0.895 -4.585 -0.138 0.513
H 0.262 -3.741 1.284 0.158
H 1.439 -2.942 0.249 0.181
H 0.889 -2.870 -2.624 0.487
H 0.423 -1.217 -2.266 -0.034
H -0.634 -2.239 -3.241 0.400
H -1.123 -4.829 -2.368 0.426
H -2.700 -4.157 -1.961 0.350
H -1.869 -5.205 -0.811 0.303
H -2.825 -1.522 -0.757 0.402
H -3.589 -5.093 0.357 0.354
H -4.512 -3.926 -0.592 0.358
H -5.077 -4.405 1.002 0.394
H -1.605 -4.201 2.400 0.307
H -3.086 -4.073 3.337 0.536
H -1.919 -2.755 3.372 0.147
H -5.160 -1.221 0.893 0.309
H -4.361 -0.776 2.391 0.324
H -5.413 -2.185 2.348 0.451
```

Computed properties:
* net charge: +1
* HOMO-LUMO gap: 5.648 eV

=====

Formula: C44H51AsBaClF4N3O4Si2Te
Source: the OMol25 dataset
Level of theory: the ωB97M-V functional and the def2-TZVPD basis

Structure (XYZ):
```
112
Properties=species:S:1:pos:R:3:mulliken_charge:R:1
Ba -0.457 -0.434 0.074 1.894
C -3.265 -2.136 2.686 -1.239
N -2.782 -2.499 1.371 1.374
C -3.852 -2.500 0.393 -1.139
C -2.053 -3.769 1.388 -1.549
C -0.769 -3.708 0.568 -0.296
N 0.128 -2.767 1.227 -0.463
C 1.328 -3.177 1.637 -0.576
C 1.973 -2.450 2.680 1.154
F 1.334 -1.376 3.199 -0.415
C 3.188 -2.806 3.210 0.203
F 3.676 -2.062 4.235 -0.439
C 3.921 -3.892 2.754 -0.499
C 3.348 -4.586 1.705 0.108
F 4.024 -5.626 1.161 -0.450
C 2.133 -4.247 1.150 0.878
F 1.751 -4.929 0.034 -0.519
H -3.975 -2.882 3.095 0.266
H -2.426 -2.047 3.377 0.272
H -3.781 -1.175 2.642 0.302
H -4.658 -3.204 0.673 0.347
H -4.274 -1.501 0.299 0.031
H -3.470 -2.767 -0.591 0.350
H -1.771 -4.000 2.418 0.519
H -2.710 -4.580 1.033 0.301
H -0.354 -4.712 0.476 0.497
H -1.054 -3.380 -0.449 -0.038
H 4.879 -4.156 3.167 0.495
O 1.401 2.015 -6.843 -0.699
C 0.239 1.687 -6.512 0.264
O -0.733 1.398 -7.233 -0.747
C 0.052 1.431 -5.002 0.370
C 0.901 2.019 -4.077 -0.757
C 0.796 1.687 -2.738 -0.858
N -0.116 0.832 -2.280 0.445
C -0.999 0.327 -3.156 0.626
C -0.939 0.584 -4.517 -0.625
C -2.125 -0.525 -2.562 0.048
O -2.812 -1.228 -3.287 -0.762
O -2.246 -0.403 -1.278 -0.743
H 1.662 2.700 -4.426 0.486
H 1.463 2.109 -1.994 0.427
H -1.655 0.140 -5.192 0.587
Cl 0.190 3.336 0.794 -0.438
C 0.985 1.647 1.162 -0.770
H 1.146 1.687 2.249 0.505
H 1.990 1.803 0.744 -0.234
C 6.573 -4.798 -0.965 -0.505
C 6.788 -3.717 -0.124 -0.580
C 5.838 -2.709 -0.017 -0.070
C 4.663 -2.780 -0.754 0.299
C 4.444 -3.876 -1.583 -0.259
C 5.397 -4.877 -1.697 -0.726
As 3.243 -1.441 -0.673 0.268
C 4.200 0.034 0.159 -0.244
C 4.384 0.249 1.515 0.294
C 5.031 1.402 1.943 -0.786
C 5.468 2.338 1.015 -0.825
C 5.272 2.130 -0.343 -0.518
C 4.641 0.971 -0.780 0.742
C 4.347 0.634 -2.190 0.203
C 4.686 1.400 -3.303 -0.652
C 4.299 0.988 -4.567 -0.869
C 3.569 -0.184 -4.735 -0.508
C 3.239 -0.958 -3.633 -0.854
C 3.638 -0.553 -2.367 0.571
H 7.316 -5.583 -1.045 0.354
H 7.700 -3.654 0.457 0.398
H 6.019 -1.870 0.643 0.369
H 3.516 -3.962 -2.138 0.333
H 5.212 -5.723 -2.345 0.382
H 4.008 -0.461 2.242 0.198
H 5.167 1.583 3.001 0.425
H 5.947 3.249 1.352 0.357
H 5.598 2.875 -1.057 0.372
H 5.226 2.331 -3.181 0.307
H 4.502 1.607 -5.431 0.373
H 3.213 -0.447 -5.721 0.401
H 2.642 -1.853 -3.766 0.426
C -4.298 2.785 4.724 -0.974
Si -2.816 3.472 3.807 0.152
C -2.543 5.237 4.364 -1.105
C -1.308 2.453 4.186 -0.725
C -3.170 3.459 1.975 -0.726
Te -3.194 1.499 1.171 0.048
C -4.045 2.127 -0.687 -0.045
Si -5.899 2.080 -0.774 0.239
C -6.681 3.131 0.564 -1.051
C -6.501 0.325 -0.605 -1.023
C -6.441 2.745 -2.438 -1.093
H -4.112 2.757 5.799 0.327
H -4.524 1.771 4.391 0.276
H -5.186 3.396 4.547 0.279
H -2.388 5.284 5.444 0.297
H -3.400 5.867 4.117 0.300
H -1.662 5.658 3.878 0.300
H -1.113 2.451 5.261 0.440
H -0.437 2.848 3.661 0.116
H -1.416 1.414 3.867 0.200
H -2.389 3.982 1.422 0.483
H -4.146 3.906 1.776 0.251
H -3.616 1.451 -1.426 -0.600
H -3.624 3.120 -0.856 0.642
H -6.373 2.792 1.556 0.220
H -7.769 3.052 0.503 0.348
H -6.415 4.185 0.465 0.304
H -6.301 -0.064 0.395 0.257
H -6.005 -0.330 -1.323 0.360
H -7.578 0.280 -0.783 0.407
H -6.140 3.786 -2.569 0.309
H -7.528 2.691 -2.538 0.294
H -5.997 2.169 -3.251 0.328
```

Computed properties:
* net charge: -2
* HOMO-LUMO gap: 5.991 eV

=====

Formula: C8H11N
Source: the OMol25 dataset
Level of theory: the ωB97M-V functional and the def2-TZVPD basis

Structure (XYZ):
```
20
Properties=species:S:1:pos:R:3:mulliken_charge:R:1
C -2.216 -1.343 -0.820 -1.243
C 2.004 -0.428 -0.139 -1.552
C 1.059 1.845 0.536 -1.535
C -1.394 -0.132 -0.540 1.080
C 0.805 0.469 -0.008 1.507
C -0.184 0.414 -1.154 -0.537
N -1.441 1.140 -0.954 -0.828
C -0.467 -0.236 1.078 -0.891
C -0.618 -0.606 2.222 -0.274
H 0.174 0.121 -2.137 0.483
H -3.217 -1.210 -0.408 0.321
H -2.279 -1.496 -1.898 0.338
H -1.770 -2.230 -0.369 0.345
H 1.716 -1.424 -0.476 0.383
H 2.688 -0.005 -0.881 0.412
H 0.110 2.374 0.645 0.397
H 1.653 2.395 -0.201 0.411
H 1.601 1.809 1.480 0.383
H 2.532 -0.505 0.810 0.359
H -0.757 -0.954 3.213 0.442
```

Computed properties:
* HOMO-LUMO gap (spin up / spin down): 7.902 / 7.909 eV

=====

Formula: C28H37AsBrN5OPbS5
Source: the OMol25 dataset
Level of theory: the ωB97M-V functional and the def2-TZVPD basis

Structure (XYZ):
```
79
Properties=species:S:1:pos:R:3:mulliken_charge:R:1
Pb 0.816 -2.494 0.542 0.927
C -3.797 -5.134 0.123 -1.862
C -3.000 -4.005 0.735 0.611
N -1.868 -4.151 1.298 0.010
N -1.326 -5.381 1.376 -0.158
C -0.007 -5.533 1.752 0.174
N 0.568 -6.646 1.287 -0.499
S 0.774 -4.478 2.784 -0.357
C -3.492 -2.617 0.556 0.251
C -4.854 -2.319 0.514 -0.716
C -5.250 -1.025 0.220 -0.324
C -4.285 -0.067 -0.045 -0.771
C -2.951 -0.443 0.050 -0.267
N -2.571 -1.675 0.352 0.267
H -3.146 -5.787 -0.463 0.475
H -4.564 -4.751 -0.543 0.427
H -4.266 -5.739 0.904 0.311
H -1.662 -6.084 0.731 0.224
H 0.252 -6.967 0.378 0.293
H 1.584 -6.623 1.298 0.223
H -5.590 -3.085 0.725 0.460
H -6.303 -0.770 0.199 0.384
H -4.559 0.945 -0.312 0.396
H -2.146 0.264 -0.123 0.417
S 3.162 -4.425 -3.451 -0.609
As 2.492 -4.769 -1.480 0.386
S 3.304 -3.251 -0.084 -0.519
S 0.289 -4.381 -1.330 -0.667
S 2.871 -6.763 -0.812 -0.671
C 0.433 3.920 5.492 -2.174
C 1.012 4.324 4.135 2.077
C 2.485 4.708 4.348 -1.687
C 0.236 5.550 3.629 -1.658
C 0.919 3.193 3.114 -0.512
C 0.283 1.985 3.365 -0.514
C 0.279 0.996 2.403 -0.560
Br -0.696 -0.611 2.840 -0.271
C 0.906 1.076 1.122 1.064
O 0.924 0.106 0.295 -0.707
C 1.492 2.367 0.858 -0.189
C 1.484 3.340 1.845 0.391
C 2.129 2.758 -0.491 2.216
C 3.598 3.157 -0.269 -1.751
C 1.362 3.964 -1.064 -1.771
C 2.118 1.664 -1.566 -2.374
H 0.582 4.727 6.214 0.437
H 0.926 3.024 5.875 0.417
H -0.639 3.722 5.420 0.365
H 2.577 5.484 5.116 0.458
H 2.933 5.087 3.430 0.328
H 3.055 3.834 4.666 0.351
H 0.283 6.369 4.355 0.452
H -0.811 5.288 3.467 0.343
H 0.644 5.908 2.682 0.312
H -0.217 1.788 4.304 0.446
H 1.947 4.294 1.615 0.143
H 3.696 3.977 0.446 0.297
H 4.048 3.473 -1.215 0.453
H 4.161 2.304 0.114 0.386
H 1.422 4.834 -0.407 0.316
H 0.308 3.709 -1.193 0.363
H 1.772 4.244 -2.040 0.466
H 2.661 0.779 -1.242 0.411
H 2.592 2.058 -2.473 0.529
H 1.105 1.354 -1.814 0.379
N 0.404 -1.694 -3.319 -0.011
C 0.054 -1.138 -4.514 0.533
C 1.005 -0.465 -5.301 -0.401
C 0.642 0.130 -6.494 -0.499
C -0.675 0.090 -6.942 -0.504
C -1.625 -0.558 -6.163 -0.409
C -1.275 -1.160 -4.966 -0.504
H 1.385 -1.873 -3.152 0.003
H -0.199 -2.394 -2.914 0.004
H 2.034 -0.445 -4.962 0.367
H 1.402 0.621 -7.091 0.334
H -0.955 0.559 -7.878 0.337
H -2.655 -0.607 -6.498 0.329
H -2.024 -1.667 -4.367 0.376
```

Computed properties:
* net charge: -2
* HOMO-LUMO gap: 5.598 eV

=====

Calculated total energy (Eh), listed in the same order as above: -371.9278; -366.5467; -1580.4351; -482.1179; -7416.3502; -6140.6099; -365.9621; -8431.9526
Calculated relative energy (zero: lowest compared OMol25 entry of this formula, charge and spin) (kcal per mole), listed in the same order as above: 47.8; 65.6; 0.0; 37.9; 14.5; 20.1; 110.4; 16.9